(1)
{"formula": "C17H45N3O5", "method": "the ωB97M-V functional and the def2-TZVPD basis", "e_lumo_ha": -0.0287, "multiplicity": 1, "species": ["O", "H", "H", "H", "O", "H", "C", "C", "C", "O", "C", "N", "H", "H", "H", "H", "H", "H", "H", "H", "H", "H", "H", "C", "C", "C", "O", "C", "N", "H", "H", "H", "H", "H", "H", "H", "H", "H", "H", "H", "C", "C", "C", "C", "C", "C", "N", "O", "C", "C", "C", "H", "H", "H", "H", "H", "H", "H", "H", "H", "H", "H", "H", "H", "H", "H", "H", "H", "H", "H"], "coordinates": [[2.9943, -1.1769, -0.9788], [3.4073, -0.8508, -1.7978], [3.7235, -1.3761, -0.3639], [2.3818, -0.4525, -0.5058], [1.5588, 0.4232, 0.3512], [1.1285, -0.4124, 0.5882], [-1.3426, 3.3236, 3.2516], [-0.4917, 2.9224, 2.0443], [0.1503, 4.0766, 1.3016], [-0.7424, 5.1412, 1.0065], [-0.2298, 6.0967, 0.1356], [0.5577, 1.9959, 2.4462], [-2.0944, 4.0903, 3.0580], [-0.7666, 3.7641, 4.0719], [-1.8642, 2.4905, 3.7289], [-1.1608, 2.3709, 1.3772], [0.5154, 3.6416, 0.3615], [1.0183, 4.5293, 1.7910], [0.8038, 6.3216, 0.4355], [-0.7609, 7.0453, 0.2018], [-0.2192, 5.7148, -0.8915], [0.9533, 1.4469, 1.6745], [0.1790, 1.3073, 3.0854], [3.9490, -1.6673, 4.1556], [3.3616, -2.9005, 3.4389], [2.0682, -2.5227, 2.7322], [1.0588, -2.1614, 3.6470], [-0.2077, -1.7784, 3.1345], [4.3968, -3.4035, 2.5475], [4.9522, -1.8521, 4.5354], [3.3512, -1.3161, 4.9963], [3.9220, -0.8383, 3.4414], [3.3594, -3.6133, 4.2653], [1.6671, -3.3260, 2.0943], [2.1869, -1.7233, 1.9853], [-0.6394, -2.6325, 2.6105], [-0.0038, -0.9047, 2.5030], [-0.9024, -1.3461, 3.8529], [4.0833, -4.0408, 1.8187], [4.8004, -2.6824, 1.9509], [-1.9163, 1.1987, -3.6362], [-2.0276, 0.3892, -2.3540], [-3.4568, -0.2253, -2.2839], [-3.6044, -1.4575, -3.1985], [-2.5277, -2.4461, -2.8058], [-1.0636, -1.9078, -2.7906], [-1.0162, -0.6417, -2.0845], [0.2878, -0.0915, -2.1722], [-0.3001, -2.9577, -1.9413], [-0.4725, -1.8982, -4.2343], [-1.9378, 1.4382, -1.2285], [-0.9644, 1.6976, -3.8503], [-2.6164, 2.0319, -3.7114], [-1.9893, 0.6074, -4.5559], [-3.4974, -0.4648, -1.2205], [-4.1833, 0.4808, -2.6826], [-3.5406, -1.2268, -4.2636], [-4.5967, -1.8856, -3.0445], [-2.4965, -3.2718, -3.5215], [-2.7650, -2.8518, -1.8207], [-0.5710, -3.9959, -2.1516], [0.7911, -2.9054, -1.9901], [-0.4815, -2.9254, -0.8619], [-0.3558, -2.9165, -4.6031], [-1.1351, -1.3501, -4.9054], [0.4870, -1.3829, -4.2579], [-1.7517, 0.8978, -0.2952], [-2.7733, 2.1149, -1.0493], [-1.0703, 2.0937, -1.3362], [0.4423, 0.1288, -1.2312]], "forces_ev_per_a": [[1.752, -1.425, -0.908], [-0.359, 0.082, -0.023], [-0.202, -0.002, 0.032], [-2.013, 2.790, 1.872], [1.123, -2.257, -1.894], [-0.445, 0.357, 0.518], [0.070, 0.625, 0.761], [-0.716, -0.406, 0.663], [0.249, 0.454, -0.946], [-1.206, -0.446, 0.622], [1.064, -0.115, 0.039], [0.480, -0.107, 0.542], [-0.008, -0.153, -0.528], [0.468, -0.080, -0.208], [0.044, -0.275, -0.375], [-0.253, 0.492, -0.420], [0.164, 0.077, -0.124], [0.059, -0.422, 0.471], [0.110, 0.064, -0.234], [-0.413, -0.269, 0.023], [-0.007, 0.181, -0.096], [-0.122, 0.497, -0.031], [-0.060, 0.164, 0.171], [-0.479, 0.486, -0.441], [1.146, 1.003, 0.902], [-1.617, -0.552, -0.480], [0.044, 0.049, 1.677], [1.247, 0.561, -0.987], [0.430, 0.026, -1.534], [0.068, -0.063, -0.251], [-0.237, -0.320, -0.044], [0.448, 0.130, 0.046], [-1.239, -0.478, -0.386], [0.258, -0.540, 0.205], [0.647, 0.420, 0.327], [-0.326, 0.231, -0.234], [-0.372, -0.299, -0.727], [0.365, -0.664, 0.718], [-0.489, -0.471, 0.588], [0.102, 0.472, 0.606], [1.043, 0.064, -1.914], [-0.988, 1.612, -0.330], [1.281, -0.458, -1.048], [0.394, 0.119, 0.875], [0.394, -0.166, -0.471], [-0.126, -1.165, 0.077], [-0.762, 0.095, -0.055], [-0.129, 0.030, 0.367], [0.646, -0.390, 0.593], [-0.415, 0.469, 0.557], [0.956, -0.287, 0.961], [0.311, -0.179, 0.840], [-0.409, -0.307, 0.308], [-0.584, -0.187, 0.149], [-1.041, -0.257, -0.062], [0.007, 0.474, 0.855], [0.081, 0.371, 0.060], [0.024, -0.145, -0.016], [-0.137, -0.198, 0.184], [0.065, -0.009, 0.048], [-0.059, 0.119, -0.659], [-0.002, 0.211, -0.465], [-0.465, 0.680, -0.066], [0.007, -0.015, 0.020], [-0.038, -0.117, -0.074], [0.060, -0.115, 0.102], [-0.184, 0.019, 0.118], [-0.376, -0.337, -0.491], [0.083, -0.108, -0.241], [0.587, 0.360, -0.134]]}



(2)
{"formula": "C5H39NO14S", "method": "the ωB97M-V functional and the def2-TZVPD basis", "e_lumo_ha": -0.0056, "multiplicity": 1, "species": ["C", "C", "S", "C", "N", "C", "C", "O", "H", "H", "H", "H", "H", "H", "H", "H", "H", "H", "H", "H", "H", "H", "H", "O", "H", "H", "O", "H", "H", "O", "H", "H", "O", "H", "H", "O", "H", "H", "O", "H", "H", "O", "H", "H", "O", "H", "H", "O", "H", "H", "O", "H", "H", "O", "H", "H", "O", "H", "H", "O"], "coordinates": [[-1.9877, -1.4115, 0.4555], [-2.8524, -1.9439, 1.6015], [-1.9152, -2.7590, 2.9244], [-0.9965, -0.3697, 1.1146], [-0.5150, 0.7414, 0.2937], [0.7932, 1.1759, 0.7585], [1.2595, 2.4219, 0.0500], [1.4658, 2.2892, -1.3848], [-1.4717, -2.2053, -0.1079], [-2.7154, -1.0314, -0.2652], [-3.5807, -2.5888, 1.1149], [-3.4290, -1.1290, 2.0468], [-0.9066, -3.2286, 2.2201], [-0.1916, -1.0165, 1.4826], [-1.6162, 0.0894, 1.8871], [-0.5088, 0.4289, -0.6643], [0.8729, 1.3914, 1.8094], [1.4775, 0.3339, 0.5268], [0.5693, 3.2361, 0.2148], [2.1722, 2.9116, 0.4105], [0.8147, 2.8876, -1.7642], [-1.4542, 2.6017, 0.4901], [-2.7176, 3.5520, 0.4269], [-2.3210, 2.7378, 0.1030], [0.2846, 0.5401, -2.4546], [0.5763, -1.1101, -2.8482], [0.5510, -0.3682, -2.2430], [-1.1525, -3.7618, -3.1373], [-1.6586, -2.4520, -3.7357], [-0.9022, -3.0740, -3.7658], [0.6545, -0.2818, 3.7645], [2.0019, -1.0481, 3.5362], [1.0866, -1.1347, 3.8100], [-1.8637, 1.8505, -3.1521], [-1.2698, 1.9857, -1.7514], [-1.0241, 1.8914, -2.6859], [0.3869, 3.1126, 2.3671], [-0.8831, 3.8408, 2.7192], [-0.0933, 3.9235, 2.1717], [4.5443, -0.6834, 0.0148], [3.7346, -1.1489, 1.1498], [4.6582, -0.9594, 0.9354], [3.1366, 1.1624, -1.2442], [2.2963, -0.2643, -1.5924], [3.0400, 0.2175, -1.2107], [-4.2035, 1.9868, -1.6889], [-3.4567, 1.3222, -0.6036], [-4.1953, 1.1477, -1.2137], [0.2502, -2.8264, -1.6709], [0.6036, -1.8545, -0.4101], [0.3167, -2.7144, -0.7225], [-2.8273, -0.4449, -3.7641], [-2.1033, -0.6136, -2.4028], [-1.9702, -0.6124, -3.3568], [2.2575, -3.2753, 0.3533], [3.2787, -3.3409, 1.5835], [2.4364, -3.0315, 1.2547], [3.3051, 0.5483, 1.5491], [4.3032, 1.5168, 2.3126], [3.6548, 0.8395, 2.3880]], "forces_ev_per_a": [[0.183, 0.725, 0.415], [-0.002, -0.401, -0.996], [-0.798, 0.190, 0.641], [-1.443, -0.683, -1.090], [-0.547, 0.082, 0.639], [1.118, -0.858, -1.942], [0.666, 1.198, -0.958], [-0.850, 0.168, 0.744], [-0.207, 0.318, 0.785], [0.046, 0.790, -0.024], [-0.127, -0.451, 0.415], [0.203, -0.041, 0.132], [0.429, -0.157, -0.522], [0.104, 0.530, 0.514], [0.551, -0.242, 0.621], [0.690, -0.023, -0.098], [-0.462, -0.315, 0.671], [0.226, 0.542, 0.487], [-0.636, -0.006, -0.113], [0.223, -0.875, 0.534], [0.178, -0.104, -0.482], [0.279, -0.219, 0.335], [0.244, 0.066, 0.063], [-0.826, 0.322, -0.457], [-0.104, -0.487, -1.405], [-0.679, 0.832, -1.021], [0.901, -0.598, 1.883], [0.010, -0.161, -0.216], [0.690, 0.024, -0.016], [-0.290, -0.067, 0.427], [0.259, 0.195, -0.057], [0.099, 0.425, -0.071], [-0.254, -0.593, 0.164], [0.078, -0.179, -0.089], [-0.209, 0.189, -0.081], [0.136, 0.559, 0.461], [0.170, 0.083, 0.091], [0.036, 0.201, 0.066], [-0.423, -0.084, 0.259], [0.187, -0.019, -0.180], [0.251, -0.511, 0.185], [-0.063, -0.452, -0.736], [-1.090, 0.170, -0.855], [-0.540, 1.443, -0.461], [2.226, -1.825, 1.242], [-0.318, -0.077, -0.092], [-0.214, -0.096, 0.146], [0.493, 0.122, -0.132], [0.197, 0.768, -0.248], [0.041, 0.295, -0.878], [0.424, -1.550, 0.812], [-0.140, 0.031, 0.281], [-0.176, 0.129, 0.038], [-0.394, -0.265, -0.514], [0.239, -0.472, -0.535], [0.288, -0.304, -0.495], [-0.616, 0.856, 1.052], [0.608, 0.505, -0.466], [0.697, 0.513, -0.668], [-1.764, -0.155, 1.796]]}



We obtain HOMO-LUMO gap values of 7.39; 8.49 eV for the records listed above, in that order.
We obtain largest force on an atom values of 3.9; 3.1 eV/A for the records listed above, in that order.
We obtain relative energy (zero: lowest compared OMol25 entry of this formula, charge and spin) values of 166.1; 337.2 kJ/mol for the records listed above, in that order.